No. 1
Below is C35H45N4O4P2SSbTi as an isolated structure, with properties calculated with wB97M-V/def2-TZVPD.

Structure (ORCA input):
```
! RIJCOSX wB97M-V def2-TZVPD def2/J DEFGRID3
* xyz 3 2
Sb -1.00 -4.01 0.39
Ti -1.11 -1.17 0.34
S -4.64 -1.68 0.49
P 0.18 -0.74 -2.39
P -0.24 1.64 -0.63
O -1.05 -1.21 -1.53
O 0.65 -1.34 0.99
O 1.75 0.50 1.74
O -0.99 0.82 0.45
N 3.26 2.90 6.18
N 1.88 3.03 4.35
N 1.32 1.67 6.16
N -1.27 -1.16 2.63
C -0.35 4.09 0.51
C 1.00 0.60 -1.48
C 0.84 -5.05 0.38
C 0.89 -0.34 1.85
C 0.51 3.10 0.04
C -0.14 -0.23 5.56
C 2.67 -1.95 -2.58
C 3.48 -3.02 -2.92
C -1.19 0.83 -6.40
C -0.37 -0.11 -3.94
C 0.15 0.92 -6.04
C -1.42 2.17 -1.85
C -1.94 3.50 -3.79
C 0.71 -3.30 -3.05
C 1.89 3.30 0.02
C -2.76 1.81 -1.73
C 0.57 0.45 -4.81
C -2.26 -5.29 -0.75
C 1.53 -4.37 -3.38
C 2.91 -4.22 -3.31
C -0.10 -0.30 3.01
C 2.41 4.51 0.48
C 2.14 2.54 5.56
C 1.28 -2.09 -2.64
C 0.17 5.29 0.98
C -0.05 1.28 5.77
C -1.72 -0.22 -4.31
C -1.65 -4.66 2.33
C 0.59 -0.70 4.31
C -3.69 2.29 -2.65
C -3.28 3.13 -3.67
C -2.12 0.26 -5.54
C -3.17 -1.40 0.45
C -1.01 3.04 -2.87
C 1.55 5.49 0.95
H 3.55 -5.05 -3.59
H -1.43 3.94 0.50
H -3.16 0.18 -5.84
H -0.44 0.73 3.04
H -3.29 -5.14 -0.44
H -1.13 -2.09 2.99
H -4.73 2.02 -2.55
H 3.47 2.61 7.12
H -1.19 -0.52 5.54
H 2.56 2.53 -0.33
H 0.87 1.36 -6.72
H -1.78 -5.74 2.30
H -0.49 6.07 1.33
H -2.17 -5.08 -1.81
H 3.48 4.68 0.46
H -0.34 1.83 4.88
H 3.12 -1.01 -2.28
H 1.62 0.49 -4.54
H 1.38 -4.87 -0.56
H -2.13 -0.81 3.06
H 1.45 -4.70 1.21
H 1.96 6.44 1.28
H -2.43 -0.66 -3.63
H 0.63 -6.11 0.49
H 0.02 3.35 -2.96
H -0.37 -3.40 -3.13
H -1.63 4.17 -4.58
H 1.53 1.24 -2.19
H 4.56 -2.92 -2.88
H 0.29 -0.72 6.44
H -3.08 1.16 -0.93
H -1.51 1.21 -7.37
H 1.61 -0.29 4.31
H -1.96 -6.32 -0.55
H 1.61 1.35 7.07
H -0.89 -4.43 3.08
H -2.60 -4.20 2.60
H 3.91 3.54 5.76
H 1.09 -5.31 -3.71
H 0.70 -1.79 4.32
H 1.69 0.20 -0.74
H 2.52 3.67 3.91
H -0.72 1.60 6.56
H -4.01 3.51 -4.38
H 1.10 2.71 3.80
*
```

LUMO energy (spin up / spin down), eV: -8.32 / -8.29
Highest occupied orbital energy (spin up / spin down), eV: -15.3 / -15.9
⟨S²⟩: 0.76
HOMO-LUMO gap (spin up / spin down), eV: 7.01 / 7.59
Relative energy (zero: lowest compared OMol25 entry of this formula, charge and spin), kcal/mol: 19.7


No. 2
Below is a 4-piece molecular cluster, C35H45N6O15S overall, with properties calculated with wB97M-V/def2-TZVPD.

Structure (ORCA input):
```
! RIJCOSX wB97M-V def2-TZVPD def2/J DEFGRID3
* xyz 1 1
S 6.08 -0.11 -5.04
O -3.34 6.33 -2.68
O -7.50 -5.42 1.48
O -6.16 -3.11 2.02
O -1.80 3.35 -5.98
O -1.82 5.26 -7.93
O 5.04 2.57 -5.29
O -2.92 3.21 -1.40
O 1.30 -4.74 3.12
O -5.96 -4.00 6.64
O -7.22 -6.35 6.08
O 5.33 -6.72 4.51
O 2.83 -3.03 1.65
O -3.44 8.21 -4.64
O 6.87 -4.96 3.11
O -1.55 -1.40 2.60
N 7.13 3.70 -5.37
N 1.75 0.10 1.62
N 0.99 0.84 -0.70
N 7.44 2.38 -5.21
N 0.04 -1.07 0.64
N -3.41 0.66 1.46
C -3.01 2.73 -0.02
C 2.24 1.43 2.12
C 0.98 0.07 0.39
C 4.44 1.21 0.54
C 6.17 1.72 -5.19
C 3.29 2.17 1.15
C -6.31 -4.31 5.36
C -0.56 -0.62 1.94
C -3.82 -0.77 1.56
C -7.00 -5.61 5.13
C -2.21 5.56 -6.66
C -2.56 4.79 -4.27
C -6.41 -3.83 2.98
C 3.27 -5.78 3.86
C 0.84 -0.38 2.74
C -7.13 -5.12 2.75
C 4.89 -3.94 2.34
C 5.70 3.85 -5.41
C -7.40 -5.95 3.76
C 4.84 -0.96 -2.68
C 4.74 -5.87 3.87
C -3.04 7.10 -4.97
C -2.62 -1.82 1.72
C -1.61 3.14 0.68
C -3.31 1.15 0.07
C 3.85 -0.17 -1.68
C 5.51 -4.88 3.07
C 4.44 -0.51 -4.20
C -6.03 -3.49 4.35
C -2.97 6.02 -3.95
C 4.47 1.18 -1.08
C -2.63 6.79 -6.34
C 3.43 -3.86 2.31
C -2.16 4.47 -5.65
C 2.66 -4.84 3.14
H 1.18 1.86 -0.72
H -2.50 3.99 -3.54
H -3.35 4.10 -1.37
H 2.92 0.09 -2.28
H 3.87 -1.32 -4.76
H -7.19 -4.66 0.93
H 7.06 -5.72 3.70
H -7.92 -6.89 3.61
H -1.39 2.54 1.63
H -0.62 -1.06 -0.16
H 2.78 2.77 0.30
H -3.60 7.27 -2.70
H -4.00 1.28 2.03
H 5.45 1.67 0.85
H -4.62 -0.90 2.36
H -1.67 4.25 1.03
H -4.33 -1.02 0.55
H -1.57 4.31 -7.90
H 4.41 0.17 1.01
H 2.82 1.21 3.09
H 3.78 0.43 -4.22
H 3.91 2.07 -1.54
H -0.86 0.48 1.74
H -2.47 0.63 -0.54
H -6.27 -4.76 7.18
H -3.08 -2.76 2.20
H 1.16 -1.36 3.24
H -2.30 -2.14 0.67
H -4.28 0.98 -0.55
H 5.56 1.28 -1.43
H 1.41 2.17 2.37
H 2.73 -6.49 4.46
H 5.44 -3.22 1.75
H 0.57 0.49 3.44
H -5.53 -2.54 4.50
H 4.65 -2.09 -2.63
H 1.10 -3.99 2.52
H -2.67 7.59 -7.07
H 5.94 -0.73 -2.46
H -0.71 3.06 -0.04
H 5.12 4.82 -5.54
H 0.85 0.40 -1.62
H 3.82 2.96 1.80
H 3.54 -0.87 -0.83
H -3.82 3.32 0.55
*
```

LUMO energy, eV: -3.74
Highest occupied orbital energy, eV: -10.4
HOMO-LUMO gap, eV: 6.70


No. 3
Below is C35H45NOPRh as an isolated structure, with properties calculated with wB97M-V/def2-TZVPD.

Structure (ORCA input):
```
! RIJCOSX wB97M-V def2-TZVPD def2/J DEFGRID3
* xyz 0 5
Rh -1.13 -0.45 -1.11
P -0.16 -2.70 -1.11
O -2.81 -1.09 -1.12
N 1.03 0.09 -1.25
C -1.64 -4.79 -2.11
C 2.61 -3.30 -1.29
C -3.32 2.70 -0.53
C -3.79 4.11 -0.10
C -4.27 1.66 0.08
C 2.89 3.08 0.50
C 0.31 3.01 0.29
C 1.62 -2.32 -1.25
C 0.49 1.62 2.69
C -0.75 3.15 -0.57
C -0.02 -5.28 -4.31
C 4.33 -1.64 -1.41
C 1.52 0.55 2.30
C -0.32 -4.60 3.09
C 1.15 2.73 3.52
C 1.79 4.27 -1.34
C -0.76 -2.78 1.59
C -0.46 -4.06 -2.27
C 0.34 -4.31 -3.39
C 1.49 5.10 0.97
C -0.21 2.18 1.45
C 0.18 -5.35 2.03
C -1.92 2.54 -0.01
C 1.60 3.82 0.12
C -0.52 0.92 3.61
C 3.36 -0.65 -1.38
C -0.79 -3.32 2.87
C -0.23 -3.51 0.53
C 2.02 -0.98 -1.29
C -3.36 2.60 -2.05
C -1.54 1.94 1.20
C -1.18 -6.02 -4.12
C 3.95 -2.97 -1.37
C 0.23 -4.81 0.76
C -1.99 -5.77 -3.03
H 2.01 3.17 3.03
H -4.82 4.27 -0.43
H 4.70 -3.75 -1.40
H 0.53 -6.36 2.20
H -5.28 1.82 -0.32
H -1.16 -1.79 1.40
H -2.72 3.34 -2.53
H -4.38 2.77 -2.41
H -2.20 1.38 1.83
H 1.03 -0.32 1.84
H 3.66 0.39 -1.41
H 0.63 5.68 0.65
H 2.39 5.71 0.84
H -0.74 3.70 -1.49
H -2.29 -4.58 -1.27
H -1.20 -2.74 3.69
H 3.75 3.70 0.25
H -1.45 -6.79 -4.84
H -3.76 4.21 0.99
H 2.04 0.20 3.20
H 1.23 0.73 -0.48
H 0.62 -5.40 -0.06
H 1.02 4.95 -1.67
H 1.10 0.67 -2.09
H -3.96 0.64 -0.17
H -1.02 0.09 3.10
H -2.90 -6.33 -2.88
H 0.00 0.51 4.47
H 5.38 -1.37 -1.48
H 1.38 4.88 2.03
H -1.29 1.61 3.96
H 2.98 2.15 -0.05
H 1.50 2.30 4.47
H -3.16 4.89 -0.53
H 1.24 -3.73 -3.56
H -0.36 -5.03 4.09
H 2.74 4.79 -1.43
H 2.28 0.93 1.62
H 0.44 3.52 3.75
H 2.32 -4.34 -1.25
H 1.81 3.41 -2.02
H -3.05 1.60 -2.38
H -4.32 1.76 1.16
H 0.61 -5.47 -5.17
H 2.96 2.85 1.57
*
```

LUMO energy (spin up / spin down), eV: 0.52 / -1.17
Highest occupied orbital energy (spin up / spin down), eV: -5.6 / -7.3
⟨S²⟩: 6.04
HOMO-LUMO gap (spin up / spin down), eV: 6.13 / 6.11
Relative energy (zero: lowest compared OMol25 entry of this formula, charge and spin), kcal/mol: 22.5